C68H148F9N4O11P2S3 | the ωB97M-V functional and the def2-TZVPD basis

Kohn-Sham gap, eV: 6.60
Calculated total energy, eV: -176914.39724

Structure (ORCA input):
```
! RIJCOSX wB97M-V def2-TZVPD def2/J DEFGRID3
* xyz 3 1
C 5.24 2.09 -3.41
O 3.97 2.43 -3.97
C 3.56 1.53 -4.95
C 2.31 2.00 -5.63
N 2.49 3.42 -6.09
H 2.79 4.00 -5.32
H 3.29 3.33 -6.70
C 1.33 4.19 -6.76
C 0.18 4.56 -5.87
O 0.73 5.12 -4.76
C -0.26 5.30 -3.74
H 5.21 2.54 -2.42
H 6.08 2.55 -3.92
H 5.37 1.04 -3.15
H 3.37 0.54 -4.55
H 4.35 1.46 -5.70
H 1.38 2.08 -5.06
H 2.04 1.47 -6.54
H 0.95 3.48 -7.50
H 1.78 5.07 -7.22
H -0.29 3.61 -5.59
H -0.56 5.21 -6.34
H -0.04 6.27 -3.29
H -0.29 4.47 -3.02
H -1.29 5.47 -4.07
C 3.82 -4.57 9.65
C 3.97 -4.33 8.11
C 3.49 -2.94 7.66
C 2.08 -2.53 8.08
P 0.71 -3.23 6.96
C 1.08 -2.66 5.26
C 0.20 -3.32 4.21
C 0.64 -2.84 2.82
C -0.37 -2.79 1.64
C 0.64 -5.07 6.92
C 0.48 -5.72 8.33
C 1.18 -7.07 8.39
C 0.95 -7.79 9.74
C -0.91 -2.50 7.42
C -0.97 -0.95 7.52
C -2.34 -0.40 7.21
C -2.17 1.13 7.18
H 2.74 -4.55 9.82
H 4.35 -3.79 10.18
H 4.20 -5.55 9.94
H 3.37 -5.09 7.61
H 5.03 -4.49 7.93
H 3.62 -2.80 6.59
H 4.17 -2.18 8.03
H 1.87 -1.50 7.79
H 1.77 -2.69 9.11
H 2.14 -2.93 5.21
H 1.00 -1.58 5.31
H -0.84 -3.10 4.45
H 0.37 -4.40 4.19
H 1.55 -3.28 2.42
H 0.98 -1.81 2.97
H -0.75 -3.79 1.39
H 0.11 -2.41 0.75
H -1.14 -2.11 2.00
H 1.57 -5.36 6.44
H -0.19 -5.46 6.32
H -0.59 -5.85 8.45
H 0.90 -5.03 9.06
H 2.26 -6.90 8.33
H 0.93 -7.77 7.59
H 1.50 -7.22 10.49
H 1.54 -8.71 9.72
H -0.03 -7.91 10.19
H -1.07 -2.92 8.41
H -1.69 -2.99 6.85
H -0.17 -0.63 6.85
H -0.57 -0.48 8.42
H -3.09 -0.82 7.87
H -2.55 -0.62 6.16
H -2.38 1.43 8.20
H -2.84 1.69 6.53
H -1.22 1.55 6.82
C -3.35 -2.40 -0.62
C -1.99 -2.50 -1.45
C -2.14 -2.18 -3.01
C -0.78 -2.09 -3.83
P 0.33 -3.49 -3.91
C -0.74 -4.94 -4.19
C -1.68 -4.96 -5.44
C -2.32 -6.36 -5.62
C -2.93 -6.47 -6.98
C 1.45 -3.62 -2.47
C 2.37 -4.81 -2.57
C 3.24 -4.97 -1.35
C 2.52 -4.87 -0.04
C 1.51 -3.14 -5.31
C 2.37 -1.89 -5.08
C 3.57 -1.77 -6.08
C 3.15 -1.15 -7.39
H -2.98 -2.40 0.40
H -3.86 -3.36 -0.73
H -3.88 -1.48 -0.87
H -1.69 -3.54 -1.34
H -1.26 -1.87 -0.95
H -2.79 -1.32 -3.14
H -2.76 -2.96 -3.44
H -0.20 -1.19 -3.67
H -1.14 -2.09 -4.86
H -1.48 -4.99 -3.39
H -0.08 -5.80 -4.04
H -1.11 -4.63 -6.32
H -2.44 -4.20 -5.29
H -3.03 -6.65 -4.84
H -1.59 -7.17 -5.63
H -2.24 -6.21 -7.79
H -3.54 -5.58 -7.10
H -3.54 -7.35 -7.18
H 0.82 -3.82 -1.60
H 1.98 -2.69 -2.27
H 2.98 -4.65 -3.46
H 1.92 -5.80 -2.67
H 4.11 -4.36 -1.56
H 3.71 -5.95 -1.44
H 3.15 -5.37 0.70
H 1.66 -5.53 -0.01
H 2.31 -3.83 0.19
H 0.93 -2.96 -6.22
H 2.12 -4.02 -5.48
H 2.85 -1.87 -4.11
H 1.66 -1.06 -5.09
H 4.05 -2.73 -6.28
H 4.39 -1.25 -5.59
H 3.97 -0.73 -7.98
H 2.36 -0.41 -7.29
H 2.63 -1.96 -7.91
C -4.00 4.64 -5.67
C -4.08 3.74 -4.50
C -5.53 3.14 -4.32
N -5.63 2.17 -3.12
C -5.08 2.82 -1.79
C -5.38 1.97 -0.59
C -6.88 1.61 -0.41
C -7.35 0.91 -1.73
C -7.16 1.80 -2.98
C -4.78 0.93 -3.33
H -3.02 5.04 -5.93
H -4.64 5.51 -5.47
H -4.54 4.31 -6.55
H -3.85 4.30 -3.59
H -3.41 2.89 -4.58
H -5.88 2.56 -5.17
H -6.29 3.91 -4.19
H -5.60 3.78 -1.71
H -4.01 2.98 -1.92
H -5.00 2.52 0.27
H -4.71 1.11 -0.60
H -7.39 2.58 -0.37
H -7.02 0.97 0.46
H -8.36 0.49 -1.77
H -6.80 -0.02 -1.84
H -7.73 2.72 -2.80
H -7.61 1.38 -3.88
H -3.75 1.27 -3.32
H -5.08 0.43 -4.24
H -5.01 0.19 -2.55
C 5.46 -1.63 -1.20
C 4.61 -0.73 -0.27
C 5.40 0.21 0.70
N 4.39 0.90 1.74
C 3.94 2.28 1.40
C 5.11 3.27 1.28
C 5.78 3.40 2.73
C 6.32 2.09 3.19
C 5.05 1.06 3.18
C 3.15 0.05 2.17
H 5.86 -2.37 -0.51
H 6.27 -1.05 -1.64
H 5.03 -2.09 -2.09
H 4.06 -1.48 0.30
H 3.83 -0.08 -0.67
H 5.99 0.94 0.15
H 6.04 -0.31 1.41
H 3.54 2.10 0.40
H 3.12 2.49 2.08
H 5.82 3.01 0.50
H 4.77 4.25 0.96
H 6.56 4.14 2.56
H 5.12 3.85 3.47
H 7.30 1.91 2.72
H 6.54 2.14 4.25
H 5.31 0.11 3.65
H 4.33 1.43 3.90
H 2.45 0.54 2.85
H 3.47 -0.86 2.67
H 2.51 -0.23 1.33
C -3.12 0.78 1.71
C -2.18 1.69 2.54
C -2.27 3.22 2.13
N -1.13 4.08 2.73
C -0.99 3.95 4.29
C 0.02 5.00 4.96
C -0.37 6.42 4.48
C -0.55 6.65 2.96
C -1.54 5.57 2.34
C 0.19 3.64 2.08
H -2.97 -0.27 1.98
H -2.95 0.73 0.63
H -4.14 1.14 1.79
H -1.19 1.23 2.52
H -2.43 1.51 3.58
H -3.22 3.64 2.48
H -2.19 3.21 1.05
H -1.97 4.12 4.74
H -0.65 2.93 4.43
H -0.02 4.83 6.03
H 1.06 4.78 4.70
H -1.35 6.65 4.91
H 0.28 7.14 4.96
H -0.65 7.70 2.71
H 0.40 6.42 2.46
H -2.56 5.75 2.68
H -1.57 5.57 1.25
H 0.29 2.55 2.15
H 0.99 4.11 2.65
H 0.07 4.00 1.06
C -0.83 0.38 -7.09
F -0.73 -0.96 -7.30
F -0.39 0.77 -5.87
F -0.18 0.96 -8.03
S -2.66 0.84 -7.38
O -3.06 0.22 -8.67
O -3.45 0.46 -6.19
O -2.67 2.31 -7.49
C -0.96 1.68 -1.77
F -0.50 1.95 -2.99
F -1.24 2.86 -1.15
F -2.03 0.89 -1.87
S 0.40 0.76 -0.80
O 1.45 1.78 -0.58
O -0.25 0.32 0.45
O 0.85 -0.28 -1.73
C -5.12 6.92 -1.86
F -5.23 6.45 -3.12
F -5.39 8.20 -1.76
F -5.94 6.23 -1.09
S -3.36 6.63 -1.12
O -3.39 5.22 -0.64
O -2.45 6.90 -2.22
O -3.25 7.62 -0.01
*
```